ORCA calculation (wB97M-V/def2-TZVPD) on 2 unconnected molecules or ions with the total composition C21H27N4 in a non-equilibrium geometry.

XYZ file:
```
52
Properties=species:S:1:pos:R:3:mulliken_charge:R:1
C 3.448 -1.689 -4.795 -0.93
N 3.657 -2.628 -3.704 0.11
C 5.023 -3.127 -3.675 -0.94
C 2.934 -2.495 -2.510 -0.02
C 1.911 -3.416 -2.163 -0.37
C 1.235 -3.307 -0.965 -0.71
C 1.533 -2.269 -0.016 1.06
C 0.851 -2.260 1.228 0.09
C 0.855 -1.280 2.255 0.91
C -0.073 -1.410 3.343 -0.73
C -0.084 -0.526 4.403 -0.46
C 0.829 0.560 4.457 0.00
N 0.858 1.433 5.554 0.10
C 1.940 1.350 6.523 -0.94
C 0.356 2.792 5.424 -0.93
C 1.729 0.731 3.388 -0.73
C 1.730 -0.152 2.326 -0.46
C 2.530 -1.330 -0.427 -0.47
C 3.224 -1.448 -1.615 -0.73
H 2.400 -1.372 -4.839 0.31
H 4.089 -0.797 -4.694 0.33
H 3.714 -2.197 -5.731 0.34
H 5.146 -3.878 -2.887 0.31
H 5.235 -3.584 -4.650 0.34
H 5.751 -2.314 -3.511 0.33
H 1.684 -4.209 -2.880 0.46
H 0.440 -4.016 -0.723 0.35
H 0.244 -3.147 1.429 0.14
H -0.800 -2.225 3.310 0.42
H -0.790 -0.630 5.230 0.46
H 2.264 0.311 6.657 0.31
H 2.809 1.958 6.218 0.33
H 1.569 1.741 7.478 0.33
H -0.499 2.827 4.740 0.31
H 0.040 3.131 6.419 0.33
H 1.136 3.482 5.059 0.33
H 2.431 1.568 3.401 0.39
H 2.429 0.063 1.534 0.33
H 2.771 -0.472 0.179 0.38
H 4.002 -0.723 -1.866 0.39
C -1.244 -6.726 0.968 -1.29
C -0.195 -6.388 1.947 0.42
N 0.472 -5.288 2.235 -0.08
C 1.344 -5.622 3.273 -0.49
C 1.175 -6.951 3.604 -0.50
N 0.196 -7.417 2.752 -0.09
H -1.503 -5.881 0.327 0.28
H -0.885 -7.568 0.363 0.35
H -2.126 -7.070 1.521 0.35
H 2.031 -4.922 3.727 0.40
H 1.653 -7.563 4.341 0.42
H -0.191 -8.341 2.699 0.19
```

Computed properties:
Orbital gap, eV: 5.8
Calculated total energy, eV: -28167.5749
LUMO level, eV: -5.2
Charge: +1
ΔE to the lowest compared entry with this formula, charge and spin, kcal/mol: 44.40

ORCA calculation (wB97M-V/def2-TZVPD) on a single C17H16BrN5O molecule in a non-equilibrium geometry.

XYZ file:
```
40
Properties=species:S:1:pos:R:3:mulliken_charge:R:1
H -1.210 -1.447 -0.188 0.27
N -1.421 -2.342 0.254 -0.63
C -1.219 -2.249 1.482 0.37
N -1.477 -3.394 2.148 -0.51
N -0.824 -1.095 2.078 -0.19
N -0.670 0.085 1.373 -0.38
C -0.027 1.091 1.943 0.79
C 0.539 0.882 3.289 -1.79
C 0.089 2.364 1.186 0.52
C -0.374 3.526 1.818 -0.65
C -0.388 4.737 1.110 -0.22
Br -1.087 6.314 1.890 -0.20
C 0.039 4.781 -0.201 -0.49
C 0.579 3.630 -0.792 -0.12
C 0.598 2.410 -0.098 0.09
O 1.126 1.268 -0.664 -0.37
C 0.631 0.880 -1.940 -0.80
C 0.529 -0.605 -2.007 0.34
C -0.496 -1.191 -2.736 -0.41
C -0.518 -2.570 -2.985 -0.60
C 0.496 -3.420 -2.510 0.58
C 0.551 -4.806 -2.877 -0.08
N 0.608 -5.897 -3.252 -0.51
C 1.504 -2.852 -1.725 -0.80
C 1.481 -1.459 -1.425 -0.11
H -1.781 -4.062 1.435 0.30
H -1.999 -3.284 3.006 0.21
H -0.360 -1.225 2.958 0.26
H 0.980 1.821 3.639 0.42
H 1.346 0.118 3.270 0.36
H -0.222 0.547 3.961 0.45
H -0.694 3.565 2.821 0.61
H -0.032 5.690 -0.813 0.40
H 0.950 3.613 -1.819 0.42
H -0.366 1.306 -2.110 0.51
H 1.321 1.280 -2.694 0.30
H -1.342 -0.618 -3.169 0.29
H -1.356 -2.894 -3.558 0.45
H 2.252 -3.482 -1.281 0.44
H 2.244 -1.019 -0.817 0.45
```

Computed properties:
Orbital gap, eV: 8.9
Calculated total energy, eV: -97427.2729
LUMO level, eV: 0.3
Charge: 0
ΔE to the lowest compared entry with this formula, charge and spin, kcal/mol: 0.00

ORCA calculation (wB97M-V/def2-TZVPD) on a single C5H6ClFO molecule in a non-equilibrium geometry.

XYZ file:
```
14
Properties=species:S:1:pos:R:3:mulliken_charge:R:1
C 0.183 -1.636 0.950 -1.33
C 0.561 -0.213 0.254 0.86
C 1.853 -0.042 -0.428 -0.13
O 2.470 -1.137 -0.581 -0.52
C -0.113 1.157 0.655 -0.16
F 0.639 2.324 0.237 -0.31
C -0.701 0.380 -0.505 -0.28
Cl -2.226 -0.367 -0.336 -0.16
H -0.785 -1.825 1.464 0.40
H 0.976 -1.935 1.790 0.28
H 0.153 -2.435 0.207 0.36
H 2.236 0.992 -0.905 0.28
H -0.459 1.258 1.679 0.37
H -0.496 0.492 -1.562 0.34
```

Computed properties:
Orbital gap, eV: 10.4
Calculated total energy, eV: -22566.7871
LUMO level, eV: 0.4
Charge: 0
ΔE to the lowest compared entry with this formula, charge and spin, kcal/mol: 48.94

ORCA calculation (wB97M-V/def2-TZVPD) on a single C3H4S molecule in a non-equilibrium geometry.

XYZ file:
```
8
Properties=species:S:1:pos:R:3:mulliken_charge:R:1
C -0.234 -0.040 0.613 0.19
C -0.279 -1.326 0.521 -0.55
C 0.381 0.752 -0.485 -0.57
S 0.795 -0.509 -1.870 -0.26
H -0.925 0.716 1.219 0.24
H -0.536 -2.298 1.042 0.30
H -0.397 1.453 -0.905 0.29
H 1.195 1.252 -0.136 0.36
```

Computed properties:
Orbital gap (spin up / spin down), eV: 6.7 / 6.7
Calculated total energy, eV: -14005.8975
LUMO level (spin up / spin down), eV: -1.9 / -1.9
Charge: 0
ΔE to the lowest compared entry with this formula, charge and spin, kcal/mol: 84.90

ORCA calculation (wB97M-V/def2-TZVPD) on a molecular structure, C28H22Cl5N3O4S2W in a non-equilibrium geometry.

XYZ file:
```
65
Properties=species:S:1:pos:R:3:mulliken_charge:R:1
W -0.847 -1.599 -0.307 1.18
C -0.920 -0.101 4.600 -1.45
C 0.072 1.009 4.395 0.90
C 0.674 1.653 5.460 -0.64
C 1.605 2.674 5.283 -0.66
C 1.926 3.063 3.993 -0.88
C 1.335 2.442 2.903 -0.52
C 0.409 1.405 3.080 0.94
N -0.204 0.802 2.015 0.85
C 0.344 0.732 0.737 -2.47
N 1.707 0.439 0.586 0.49
C 2.112 -0.384 -0.481 0.45
C 1.257 -1.399 -0.979 -0.20
C 1.764 -2.156 -2.040 -0.21
C 3.022 -1.942 -2.583 -1.32
C 3.835 -0.959 -2.050 -0.67
C 3.398 -0.173 -0.995 1.54
C 4.289 0.901 -0.425 -1.65
N -0.489 0.518 -0.366 0.21
C -0.250 1.446 -1.384 0.56
C 0.216 2.733 -1.040 -0.94
C 0.501 3.703 -1.982 -0.80
C 0.319 3.437 -3.330 -0.76
C -0.168 2.189 -3.682 -0.57
C -0.457 1.194 -2.753 1.07
C -0.982 -0.111 -3.259 -0.63
H -1.021 -0.333 5.661 0.36
H -0.618 -1.007 4.070 0.30
H -1.910 0.168 4.219 0.26
H 0.413 1.334 6.465 0.32
H 2.068 3.151 6.138 0.35
H 2.639 3.862 3.824 0.39
H 1.560 2.789 1.901 0.14
H -0.914 0.101 2.203 0.16
H 2.347 1.185 0.805 0.22
H 1.149 -2.954 -2.419 0.73
H 3.379 -2.568 -3.393 0.36
H 4.834 -0.794 -2.445 0.27
H 5.277 0.860 -0.885 0.39
H 4.430 0.787 0.655 0.36
H 3.880 1.903 -0.604 0.26
H 0.331 2.964 0.011 0.45
H 0.857 4.673 -1.652 0.42
H 0.537 4.181 -4.087 0.35
H -0.334 1.959 -4.731 0.39
H -1.578 0.029 -4.162 0.65
H -1.639 -0.552 -2.518 -0.61
H -0.178 -0.816 -3.481 0.26
Cl -3.307 0.546 1.025 -0.15
C -3.904 -0.683 -0.055 0.71
C -3.035 -1.395 -0.883 -0.75
C -3.699 -2.136 -1.890 1.04
Cl -2.809 -2.806 -3.217 -0.12
C -5.082 -2.302 -1.944 -0.44
Cl -5.826 -3.254 -3.181 -0.23
C -5.886 -1.683 -0.992 0.51
Cl -7.599 -1.924 -1.007 -0.23
C -5.298 -0.843 -0.062 -0.56
Cl -6.314 -0.005 1.063 -0.22
O -1.061 -1.728 1.381 -0.87
O 1.570 -4.079 0.828 -0.57
S 0.950 -4.942 -0.157 1.03
O 0.355 -6.142 0.398 -0.65
O 1.744 -5.170 -1.354 -0.62
S -0.781 -3.896 -0.929 -0.50
```

Computed properties:
Orbital gap (spin up / spin down), eV: 5.0 / 6.5
Calculated total energy, eV: -128164.4032
LUMO level (spin up / spin down), eV: 3.8 / 3.8
Spin multiplicity: 3
Charge: -2
⟨S²⟩: 2.02
ΔE to the lowest compared entry with this formula, charge and spin, kcal/mol: 19.50

ORCA calculation (wB97M-V/def2-TZVPD) on a single C2H5N3O2 molecule in a non-equilibrium geometry.

XYZ file:
```
12
Properties=species:S:1:pos:R:3:mulliken_charge:R:1
C 0.174 0.229 0.449 0.19
C 0.403 -0.497 -3.263 0.63
N -0.802 0.338 1.447 -0.38
N 1.103 -0.187 -1.635 -0.56
N 0.068 -0.026 -0.828 0.24
O 1.218 -0.884 -3.999 -0.47
O -0.756 -0.198 -3.122 -0.63
H 1.292 0.207 0.757 0.17
H -0.689 0.991 2.118 0.19
H -1.724 0.073 1.258 0.20
H 1.988 0.195 -1.132 0.19
H -0.822 -0.113 -1.375 0.22
```

Computed properties:
Orbital gap, eV: 8.7
Calculated total energy, eV: -10718.1195
LUMO level, eV: 0.4
Charge: 0
ΔE to the lowest compared entry with this formula, charge and spin, kcal/mol: 85.11

ORCA calculation (wB97M-V/def2-TZVPD) on 2 unconnected molecules or ions with the total composition C3H2Cl2O in a non-equilibrium geometry.

XYZ file:
```
8
Properties=species:S:1:pos:R:3:mulliken_charge:R:1
Cl -2.498 -2.019 0.661 -0.14
C -1.922 -0.476 0.221 0.23
C -1.551 0.654 -0.012 0.09
Cl -1.122 2.219 -0.206 -0.17
C 1.807 -0.198 -0.071 -0.06
O 0.872 -0.609 -0.748 -0.35
H 1.574 0.689 0.527 0.14
H 2.840 -0.259 -0.371 0.26
```

Computed properties:
Orbital gap, eV: 9.8
Calculated total energy, eV: -30231.6857
LUMO level, eV: 0.4
Charge: 0
ΔE to the lowest compared entry with this formula, charge and spin, kcal/mol: 83.22

ORCA calculation (wB97M-V/def2-TZVPD) on a single CH9NSi2 molecule in a non-equilibrium geometry.

XYZ file:
```
13
Properties=species:S:1:pos:R:3:mulliken_charge:R:1
C 0.526 2.137 -0.521 -0.96
Si -0.634 0.782 0.182 0.31
Si 0.241 -1.277 -0.537 0.38
N -0.021 -2.681 1.073 -0.70
H 0.442 1.818 -1.574 0.26
H 0.007 3.184 -0.356 0.25
H 1.504 2.469 -0.159 0.36
H -1.883 0.715 -0.707 -0.07
H -0.987 1.223 1.590 -0.10
H 1.720 -1.551 -0.855 -0.08
H -0.596 -1.968 -1.496 -0.09
H -0.918 -2.326 1.455 0.21
H 0.599 -2.526 1.903 0.23
```

Computed properties:
Orbital gap, eV: 9.0
Calculated total energy, eV: -18426.3774
LUMO level, eV: 0.1
Charge: 0
ΔE to the lowest compared entry with this formula, charge and spin, kcal/mol: 26.28